No. 1
Computed, not measured: BaH18O9 as an isolated structure in a non-equilibrium geometry, with ωB97M-V/def2-TZVPD.

Values from the calculation:
* Kohn-Sham gap: 11.954 eV
* highest occupied orbital energy: -0.6681 Eh
* relative energy (zero: lowest compared OMol25 entry of this formula, charge and spin): 1.0922 eV

```
! RIJCOSX wB97M-V def2-TZVPD def2/J DEFGRID3
* xyz 2 1
Ba -0.606 -0.456 0.102
O -1.031 0.463 2.861
H -0.663 1.246 3.262
H -1.952 0.452 3.105
O 0.180 1.607 -1.734
H 0.992 1.809 -2.190
H -0.322 2.405 -1.669
O 1.429 -1.107 2.032
H 2.204 -1.594 1.765
H 1.605 -0.885 2.947
O 2.110 -0.772 -1.004
H 2.069 -1.704 -0.791
H 2.396 -0.634 -1.921
O -1.778 2.064 0.710
H -1.400 2.624 1.382
H -2.681 1.846 1.048
O 0.914 -2.986 -0.245
H 0.357 -3.542 -0.764
H 1.306 -3.698 0.241
O 1.291 1.553 1.077
H 2.016 1.195 1.571
H 1.408 2.474 1.303
O -2.678 0.184 -1.501
H -2.794 1.063 -1.873
H -3.600 -0.080 -1.425
O -0.472 -1.316 -2.519
H -0.706 -0.575 -3.085
H 0.402 -1.636 -2.685
*
```

---

No. 2
Computed, not measured: C45H58FeN4P3SeSi as an isolated structure, with ωB97M-V/def2-TZVPD.

Values from the calculation:
* Kohn-Sham gap (spin up / spin down): 6.951 / 6.534 eV
* highest occupied orbital energy (spin up / spin down): -0.2612 / -0.2857 Eh

```
! RIJCOSX wB97M-V def2-TZVPD def2/J DEFGRID3
* xyz 0 6
Fe -0.729 0.226 -0.025
C 0.018 5.263 -1.031
C 0.037 3.764 -1.339
C 1.369 3.422 -2.013
P -0.257 2.640 0.125
C -1.546 3.542 1.094
C -1.894 2.817 2.392
C -2.803 3.734 0.240
C 1.330 2.819 0.992
C 1.723 3.995 1.631
C 3.001 4.108 2.156
C 3.892 3.049 2.037
C 3.492 1.874 1.419
C 2.208 1.736 0.886
Si 1.631 0.092 0.109
C 2.429 0.026 -1.611
C 3.820 0.142 -1.695
C 4.483 0.165 -2.913
C 3.755 0.082 -4.089
C 2.373 -0.016 -4.031
C 1.697 -0.036 -2.812
P -0.139 -0.145 -2.795
C -0.492 -1.590 -3.915
C 0.381 -2.827 -3.708
C -1.975 -1.955 -3.821
C -0.769 1.316 -3.790
C -2.173 1.688 -3.294
C -0.774 1.206 -5.314
C 2.159 -1.268 1.321
C 3.278 -2.071 1.100
C 3.510 -3.205 1.866
C 2.615 -3.562 2.863
C 1.510 -2.761 3.114
C 1.279 -1.605 2.372
P -0.122 -0.459 2.697
C 0.397 0.342 4.314
C 1.309 1.549 4.120
C 1.085 -0.578 5.328
C -1.660 -1.392 3.237
C -1.788 -1.853 4.690
C -2.039 -2.547 2.307
H 0.171 5.812 -1.962
H 0.837 5.534 -0.363
H -0.916 5.609 -0.595
H -0.779 3.543 -2.028
H 2.205 3.766 -1.402
H 1.432 3.927 -2.980
H 1.505 2.354 -2.180
H -1.130 4.523 1.341
H -2.282 1.817 2.185
H -2.671 3.373 2.922
H -1.034 2.724 3.054
H -3.268 2.774 0.022
H -2.607 4.235 -0.708
H -3.532 4.331 0.789
H 1.029 4.819 1.742
H 3.300 5.017 2.661
H 4.890 3.131 2.449
H 4.184 1.038 1.385
H 4.408 0.229 -0.788
H 5.562 0.249 -2.941
H 4.257 0.093 -5.048
H 1.817 -0.092 -4.957
H -0.282 -1.218 -4.921
H 0.109 -3.366 -2.800
H 1.443 -2.586 -3.655
H 0.227 -3.503 -4.552
H -2.220 -2.295 -2.812
H -2.206 -2.765 -4.514
H -2.635 -1.121 -4.058
H -0.080 2.117 -3.514
H -2.913 0.941 -3.587
H -2.487 2.641 -3.727
H -2.215 1.770 -2.207
H -1.475 0.444 -5.657
H 0.208 0.984 -5.730
H -1.101 2.157 -5.740
H 3.955 -1.843 0.285
H 4.377 -3.822 1.666
H 2.772 -4.461 3.445
H 0.818 -3.050 3.894
H -0.555 0.692 4.731
H 2.262 1.243 3.687
H 1.521 2.003 5.091
H 0.880 2.310 3.476
H 2.092 -0.820 4.986
H 0.564 -1.512 5.516
H 1.178 -0.051 6.280
H -2.411 -0.604 3.091
H -1.135 -2.699 4.912
H -2.813 -2.195 4.846
H -1.595 -1.062 5.414
H -1.252 -3.304 2.260
H -2.238 -2.208 1.295
H -2.942 -3.027 2.689
N -2.775 0.230 0.079
C -3.826 0.158 -0.415
C -5.071 0.076 -0.998
C -5.279 -0.901 -2.004
N -5.413 -1.685 -2.838
C -6.049 1.037 -0.641
N -6.826 1.827 -0.321
Se -0.135 -1.972 -0.488
C -0.571 -4.668 -0.459
C 0.520 -5.312 0.059
C 0.278 -6.584 0.578
N -0.921 -7.158 0.593
C -1.945 -6.480 0.081
C -1.831 -5.202 -0.467
H 1.509 -4.871 0.083
H 1.093 -7.160 1.005
H -2.911 -6.974 0.110
H -2.697 -4.685 -0.862
*
```

---

What is the formula in the first record?
BaH18O9